[1]
{"formula": "C5H8N2", "method": "wB97M-V/def2-TZVPD", "lumo_energy_ev": 0.87, "orbital_gap_ev": 10.0, "smiles": "CC1C=C1.N=C=N", "charge": 0, "mol_weight_g_mol": 96.133, "total_energy_ev": -8290.435, "homo_ev": -9.12, "symbols": ["N", "N", "C", "C", "C", "C", "C", "H", "H", "H", "H", "H", "H", "H", "H"], "xyz": [[0.0720, -2.5800, -3.5554], [1.5424, -2.3241, -1.7361], [0.8220, -2.2245, -2.7155], [-0.3846, 0.3709, 0.1507], [-1.0231, 1.3267, 2.4633], [0.7090, 1.0841, 0.4990], [-0.6121, 1.5329, 0.9880], [0.2961, -2.9649, -4.4935], [2.0816, -1.7233, -1.2692], [-2.0312, 1.6333, 2.7086], [-0.3630, 1.9702, 3.0508], [-1.0299, -0.3567, -0.2993], [1.7439, 1.4226, 0.6946], [-0.8853, 0.3522, 2.9165], [-0.9378, 2.4806, 0.5977]], "forces_ev_per_a": [[-2.4, -0.5, -3.7], [-2.4, -2.1, -1.8], [2.7, -1.2, 2.4], [2.5, 1.5, -0.1], [0.8, 1.0, 0.1], [-1.5, -1.6, -0.2], [-0.7, 0.4, 2.0], [-0.1, 0.7, 1.3], [2.2, 3.1, 1.8], [-0.4, 0.2, -0.3], [-0.1, 0.2, 0.2], [0.6, -0.5, -0.4], [-0.7, -0.9, -0.7], [0.1, -0.5, -0.6], [-0.6, 0.3, -0.3]]}

=====

[2]
{"formula": "C5H8N2", "method": "wB97M-V/def2-TZVPD", "lumo_energy_ev": 1.14, "orbital_gap_ev": 10.1, "smiles": "C=C=C(C)C.N#N", "charge": 0, "mol_weight_g_mol": 96.133, "total_energy_ev": -8293.385, "homo_ev": -9.01, "symbols": ["N", "N", "C", "C", "C", "C", "C", "H", "H", "H", "H", "H", "H", "H", "H"], "xyz": [[0.9456, -0.4927, -3.2529], [0.8797, -1.5625, -3.0336], [1.3835, -1.9295, 0.4928], [-1.0288, 0.2150, -0.8558], [0.8171, -0.7774, 0.3014], [0.5806, 1.6802, 0.3670], [0.1789, 0.2807, -0.0813], [-1.0520, 0.9335, -1.7195], [2.1405, -2.3428, -0.2419], [1.2057, -2.4276, 1.4388], [-1.9643, 0.3997, -0.3402], [0.5431, 2.0251, 1.4468], [1.5328, 1.7461, -0.1141], [-0.2473, 2.3294, 0.0043], [-0.9940, -0.7585, -1.3778]], "forces_ev_per_a": [[0.0, -0.7, 0.1], [0.1, 0.7, -0.2], [1.2, -0.4, -0.4], [-1.3, -0.8, -3.2], [0.1, -0.6, -0.6], [-1.7, 0.5, 0.6], [0.6, 1.3, 2.6], [0.3, -0.2, 0.8], [-0.9, 0.5, 1.1], [0.0, -0.4, -0.2], [-0.1, -0.2, 0.4], [0.7, -1.3, -0.9], [0.7, 1.4, 0.0], [1.1, 0.0, -0.6], [-0.9, 0.2, 0.5]]}

=====

[3]
{"formula": "C5H8N2", "method": "wB97M-V/def2-TZVPD", "lumo_energy_ev": [-0.47, -0.47], "orbital_gap_ev": [7.3, 7.3], "charge": 0, "mol_weight_g_mol": 96.133, "total_energy_ev": -8289.960, "homo_ev": [-7.73, -7.73], "symbols": ["N", "N", "C", "C", "C", "C", "C", "H", "H", "H", "H", "H", "H", "H", "H"], "xyz": [[-0.9244, 0.6900, -0.6149], [-0.0747, 1.7827, 0.6891], [1.5089, 0.3196, 1.9683], [0.6406, -1.1969, -0.7848], [0.5725, 0.7328, 0.8865], [-1.9767, 0.2049, -1.4782], [0.0409, -0.1251, -0.2281], [2.3775, -0.1738, 1.5257], [-1.5853, -0.1709, -2.4322], [1.3992, -1.7524, -0.2495], [-2.6831, 1.0148, -1.6670], [0.3849, -1.5160, -1.7877], [1.0123, -0.3867, 2.6374], [-2.5299, -0.6132, -0.9996], [1.8373, 1.1903, 2.5350]], "forces_ev_per_a": [[-0.2, 1.1, 0.9], [-2.2, 0.6, -1.4], [0.3, 0.8, -0.1], [-0.4, 0.1, 0.1], [-0.1, -2.9, -0.6], [-0.4, 1.1, 0.0], [3.0, -1.0, 0.9], [-0.1, 0.1, 0.0], [0.0, 0.3, 0.0], [0.0, 0.1, 0.0], [0.0, -0.1, -0.2], [-0.1, -0.2, 0.2], [-0.1, 0.1, -0.1], [0.1, 0.1, 0.1], [0.1, -0.1, 0.1]]}

=====

[4]
{"formula": "C5H8N2", "method": "wB97M-V/def2-TZVPD", "lumo_energy_ev": [0.51, -1.23], "orbital_gap_ev": [11.0, 7.1], "charge": 0, "mol_weight_g_mol": 96.133, "total_energy_ev": -8289.161, "homo_ev": [-10.53, -8.31], "symbols": ["N", "N", "C", "C", "C", "C", "C", "H", "H", "H", "H", "H", "H", "H", "H"], "xyz": [[1.3002, 2.0317, 0.4153], [0.2051, -1.0303, -0.5207], [0.7820, 1.3393, -0.3598], [0.2814, 0.2738, -1.2113], [-1.0194, -0.3687, -0.9117], [1.9541, -0.5132, 1.4518], [-2.0430, 0.1821, 0.0557], [0.6670, 0.3088, -2.2323], [2.7280, -1.1746, 1.8369], [-1.5815, 0.8192, 0.8152], [1.7661, -0.4966, 0.4058], [-1.4828, -0.8240, -1.7977], [-2.5584, -0.6445, 0.5552], [-2.7951, 0.7705, -0.4837], [1.4514, 0.1441, 2.1510]], "forces_ev_per_a": [[-1.0, -0.4, -1.3], [-0.9, -0.3, -0.7], [0.7, 0.8, 0.9], [0.1, 0.5, -0.1], [-0.4, 0.2, -0.4], [0.7, -0.4, 0.9], [0.1, -0.1, 0.2], [-0.1, -0.2, 0.3], [-0.3, 0.0, 0.0], [0.0, -0.1, -0.1], [0.5, 0.0, 0.3], [0.2, -0.1, 0.3], [0.1, 0.1, 0.0], [0.2, -0.1, 0.1], [0.0, -0.1, -0.3]]}

=====

[5]
{"formula": "C5H8N2", "method": "wB97M-V/def2-TZVPD", "lumo_energy_ev": 1.03, "orbital_gap_ev": 9.8, "smiles": "Cc1ccn(C)n1", "charge": 0, "mol_weight_g_mol": 96.133, "total_energy_ev": -8291.936, "homo_ev": -8.80, "symbols": ["N", "N", "C", "C", "C", "C", "C", "H", "H", "H", "H", "H", "H", "H", "H"], "xyz": [[-0.2601, 0.7067, 0.5727], [-1.0250, 0.2787, -0.4430], [0.5939, -0.2745, 0.7850], [0.3424, -1.3733, -0.0850], [-1.5516, 1.3916, -1.5001], [-0.7398, -0.9917, -0.8269], [1.6923, -0.1152, 1.7807], [-2.3296, 0.9833, -0.8067], [1.6745, -0.9192, 2.5196], [-1.2351, 1.0682, -2.5115], [1.5931, 0.8457, 2.2918], [0.9088, -2.2857, -0.1784], [-1.0034, 2.3198, -1.2870], [-1.3264, -1.4973, -1.5878], [2.6658, -0.1371, 1.2765]], "forces_ev_per_a": [[0.8, 0.0, -0.6], [1.3, 0.3, -1.1], [0.2, -0.2, 0.1], [0.1, -0.2, 0.2], [1.1, -2.0, 2.2], [0.4, 0.2, -0.2], [0.0, -0.1, 0.2], [-2.4, 2.5, -2.5], [0.1, 0.1, 0.0], [-1.0, -0.2, 0.7], [0.0, -0.2, -0.1], [-0.2, -0.1, 0.2], [-0.7, -0.4, 0.5], [0.3, 0.2, 0.0], [-0.2, 0.0, 0.1]]}

=====

[6]
{"formula": "C5H8N2", "method": "wB97M-V/def2-TZVPD", "lumo_energy_ev": 0.80, "orbital_gap_ev": 8.9, "smiles": "Cc1cn(C)cn1", "charge": 0, "mol_weight_g_mol": 96.133, "total_energy_ev": -8293.081, "homo_ev": -8.10, "symbols": ["N", "N", "C", "C", "C", "C", "C", "H", "H", "H", "H", "H", "H", "H", "H"], "xyz": [[-0.9396, 0.2171, 0.4809], [0.9091, -0.4408, 1.5477], [2.1254, 0.0526, -0.5665], [0.0878, 0.9882, 0.0221], [1.2334, 0.5081, 0.5742], [-0.3772, -0.6067, 1.4282], [-2.0507, -0.1329, -0.3802], [-2.5809, 0.7700, -0.6782], [-1.7042, -0.6472, -1.2889], [2.5569, 0.8538, -1.1684], [2.8620, -0.6437, -0.1897], [-0.9820, -1.3183, 1.9765], [-2.7205, -0.8012, 0.1581], [0.0084, 1.6422, -0.8324], [1.4660, -0.5276, -1.2454]], "forces_ev_per_a": [[-0.2, 0.2, 0.4], [-0.2, -0.2, -0.5], [0.7, 0.0, 0.1], [-0.4, 0.2, 0.0], [-0.3, -0.5, -0.8], [-0.1, 0.0, 0.1], [-0.3, 0.1, 0.0], [-0.1, -0.1, 0.0], [0.0, 0.1, 0.3], [0.2, 0.0, 0.2], [0.5, 0.1, 0.0], [0.0, 0.1, 0.0], [-0.1, 0.1, 0.0], [-0.2, -0.2, -0.1], [0.5, 0.1, 0.3]]}

=====

[7]
{"formula": "C5H8N2", "method": "wB97M-V/def2-TZVPD", "lumo_energy_ev": 0.91, "orbital_gap_ev": 10.7, "smiles": "C[C@@]1(CC#N)CN1", "charge": 0, "mol_weight_g_mol": 96.133, "total_energy_ev": -8291.945, "homo_ev": -9.80, "symbols": ["N", "N", "C", "C", "C", "C", "C", "H", "H", "H", "H", "H", "H", "H", "H"], "xyz": [[2.0672, 2.0336, 0.6735], [-0.9806, -1.3042, -0.8792], [1.2933, -0.2286, -0.4321], [-0.2059, -0.2998, -0.1394], [1.6868, 1.0638, 0.1630], [-0.8252, -1.4552, 0.5669], [-0.6130, 1.1767, 0.0851], [-1.3883, 1.2823, 0.8331], [-0.9258, 1.6014, -0.8795], [1.4948, -0.2109, -1.5103], [1.9132, -1.0052, 0.0293], [0.3081, 1.8712, 0.5092], [-1.9129, -0.9648, -1.1082], [-1.6815, -1.2462, 1.2082], [-0.2301, -2.3142, 0.8804]], "forces_ev_per_a": [[0.8, -1.1, -0.6], [0.1, 0.5, -0.1], [0.2, 0.2, 0.1], [0.2, 0.8, 0.5], [3.4, 0.2, 0.3], [0.1, 0.1, 0.3], [-0.2, 0.9, 0.5], [-0.6, -0.1, -0.1], [-0.1, 0.1, 0.3], [-0.1, 0.0, 0.2], [-0.2, 0.0, -0.1], [-4.0, -1.9, -1.2], [0.2, 0.1, 0.0], [0.2, 0.0, -0.1], [0.0, 0.2, -0.1]]}

=====

[8]
{"formula": "C5H8N2", "method": "wB97M-V/def2-TZVPD", "lumo_energy_ev": 0.83, "orbital_gap_ev": 8.6, "smiles": "Cn1cccc1N", "charge": 0, "mol_weight_g_mol": 96.133, "total_energy_ev": -8292.881, "homo_ev": -7.72, "symbols": ["N", "N", "C", "C", "C", "C", "C", "H", "H", "H", "H", "H", "H", "H", "H"], "xyz": [[-1.2428, 1.4443, -0.5254], [-0.0707, -0.4998, 0.2155], [1.2720, 1.1857, -0.4266], [-0.0329, 0.8046, -0.2412], [2.0987, 0.1070, 0.0300], [-1.2664, -1.2759, 0.4341], [1.2146, -0.9102, 0.3708], [-1.8652, 1.5227, 0.2726], [-1.0944, 2.3700, -0.9080], [1.6029, 2.1456, -0.8087], [-1.9905, -1.0840, -0.3624], [1.4542, -1.8910, 0.7788], [-1.7407, -1.0502, 1.3952], [-1.0188, -2.3399, 0.4259], [2.5644, -0.7038, -0.5876]], "forces_ev_per_a": [[-0.2, 0.3, 0.1], [-0.2, 0.3, 0.2], [-0.2, 0.0, -0.1], [0.1, 0.0, 0.0], [-0.5, -2.3, -0.8], [-0.3, -0.1, 0.1], [-0.9, 0.3, 1.3], [0.1, 0.0, -0.1], [0.0, -0.2, 0.0], [-0.1, -0.2, 0.0], [0.1, 0.0, 0.1], [-0.2, 0.2, -0.4], [0.1, 0.0, -0.1], [0.1, 0.2, 0.0], [2.1, 1.5, -0.2]]}

=====

Copy entry 1 word for word.
{"formula": "C5H8N2", "method": "wB97M-V/def2-TZVPD", "lumo_energy_ev": 0.87, "orbital_gap_ev": 10.0, "smiles": "CC1C=C1.N=C=N", "charge": 0, "mol_weight_g_mol": 96.133, "total_energy_ev": -8290.435, "homo_ev": -9.12, "symbols": ["N", "N", "C", "C", "C", "C", "C", "H", "H", "H", "H", "H", "H", "H", "H"], "xyz": [[0.0720, -2.5800, -3.5554], [1.5424, -2.3241, -1.7361], [0.8220, -2.2245, -2.7155], [-0.3846, 0.3709, 0.1507], [-1.0231, 1.3267, 2.4633], [0.7090, 1.0841, 0.4990], [-0.6121, 1.5329, 0.9880], [0.2961, -2.9649, -4.4935], [2.0816, -1.7233, -1.2692], [-2.0312, 1.6333, 2.7086], [-0.3630, 1.9702, 3.0508], [-1.0299, -0.3567, -0.2993], [1.7439, 1.4226, 0.6946], [-0.8853, 0.3522, 2.9165], [-0.9378, 2.4806, 0.5977]], "forces_ev_per_a": [[-2.4, -0.5, -3.7], [-2.4, -2.1, -1.8], [2.7, -1.2, 2.4], [2.5, 1.5, -0.1], [0.8, 1.0, 0.1], [-1.5, -1.6, -0.2], [-0.7, 0.4, 2.0], [-0.1, 0.7, 1.3], [2.2, 3.1, 1.8], [-0.4, 0.2, -0.3], [-0.1, 0.2, 0.2], [0.6, -0.5, -0.4], [-0.7, -0.9, -0.7], [0.1, -0.5, -0.6], [-0.6, 0.3, -0.3]]}